A 12-piece molecular cluster, C12H48N24O12 overall. Source: the OMol25 dataset; level of theory: wB97M-V/def2-TZVPD.

For the energy above the lowest of the compared OMol25 structures with the same formula, charge and spin, the calculation gives 250.16 kcal/mol. Its HOMO energy is -0.332 Ha. For the lowest unoccupied orbital energy, the calculation gives -0.01081 Ha. For the electronic energy, the calculation gives -2703.262340 a.u.

Atoms and positions in Å:
O (0.6096, 0.4362, -2.5471)
O (0.6683, 6.0350, 2.3047)
O (-6.1312, -2.7123, -4.0564)
O (6.9744, -2.1521, -4.9358)
O (6.2485, 6.1080, 0.2107)
O (-3.9812, -0.6957, 3.3672)
O (1.9694, -4.5171, 5.5186)
O (-0.6133, -3.6696, -4.5387)
O (-3.8649, 2.3059, -1.0435)
O (0.7164, 8.1541, -3.6547)
O (-3.7331, -7.2107, 1.1780)
O (2.2164, 0.4880, 4.4960)
N (-1.9692, -1.2093, 4.2453)
N (-0.3220, 6.7125, 4.1814)
N (-0.0511, -2.9029, -6.4466)
N (2.3985, 0.0049, 6.6340)
N (-5.0242, -4.5222, -3.3314)
N (1.6169, -6.1314, 4.0628)
N (-4.6702, -5.2856, 1.7517)
N (0.5832, -0.8361, -0.6711)
N (-5.8195, 1.5679, -1.9484)
N (-1.5066, 5.7251, 2.6992)
N (-2.7094, -5.2599, 0.9874)
N (5.9715, -0.3879, -4.2199)
N (0.8487, 6.4235, -2.2526)
N (-7.0779, -4.7751, -3.7021)
N (5.3718, -2.2281, -3.4887)
N (2.2401, 2.0422, 6.0544)
N (5.2757, 4.2228, 0.6919)
N (7.1985, 4.2142, -0.3699)
N (-2.4078, 0.8254, 3.8032)
N (2.2597, -4.2120, 3.3730)
N (-1.0667, -4.8492, -6.3515)
N (1.1727, 8.3898, -1.5418)
N (1.1720, 1.1149, -0.5275)
N (-3.8907, 0.9958, -2.8404)
C (1.9749, -4.9364, 4.4118)
C (0.8896, 7.6711, -2.5437)
C (2.3755, 0.8128, 5.6409)
C (-6.1156, -3.8936, -3.6944)
C (-0.5242, -3.8367, -5.7344)
C (-4.5116, 1.6967, -1.8830)
C (-2.8865, -0.3909, 3.7654)
C (6.2645, 4.8980, 0.2275)
C (-0.3439, 6.1523, 3.0033)
C (6.1808, -1.6288, -4.2675)
C (-3.6871, -6.0284, 1.3376)
C (0.7593, 0.2546, -1.3589)
H (-1.5072, -5.6241, -5.8766)
H (1.3615, 9.3791, -1.6181)
H (6.6386, 0.2249, -4.6666)
H (0.7175, 5.6977, -2.9427)
H (1.2382, 0.9577, 0.4680)
H (2.6195, 0.3373, 7.5618)
H (-1.1819, -0.7468, 4.6769)
H (1.3291, -6.2877, 3.1074)
H (1.6320, -6.8696, 4.7520)
H (-6.3972, 1.9402, -1.2082)
H (-5.0772, -5.5256, -3.2296)
H (8.0079, 4.7028, -0.7251)
H (-2.8882, 0.8933, -2.7730)
H (-1.1555, 6.5631, 4.7319)
H (0.0400, -3.0556, -7.4408)
H (1.0300, 6.2014, -1.2842)
H (0.5107, 7.0221, 4.6620)
H (-2.9407, 1.5022, 3.2759)
H (4.4590, 4.7396, 0.9852)
H (-6.8621, -5.7616, -3.7224)
H (-2.2974, 6.0148, 3.2567)
H (2.5778, -3.2716, 3.5587)
H (5.4672, -3.2310, -3.5604)
H (-4.3246, 0.1155, -3.0790)
H (-2.6981, -4.2630, 1.1494)
H (1.3528, 7.9225, -0.6647)
H (5.2832, 3.2262, 0.8554)
H (7.1184, 3.2074, -0.3734)
H (5.4191, 0.0357, -3.4881)
H (-1.6088, 5.2551, 1.8111)
H (2.1710, -4.5480, 2.4247)
H (0.2008, -1.5168, -1.3118)
H (4.5105, -1.7374, -3.2953)
H (-1.4842, 0.9354, 4.1969)
H (-7.9995, -4.3623, -3.7159)
H (0.3881, -2.2363, -5.8279)
H (-1.9808, -5.7994, 0.5422)
H (-6.1614, 0.9325, -2.6551)
H (2.1005, 2.7958, 5.3967)
H (-4.5424, -4.2838, 1.7646)
H (-2.2361, -2.1725, 4.3909)
H (2.2273, 2.1988, 7.0521)
H (2.4465, -0.9899, 6.4665)
H (1.4590, 1.9963, -0.9285)
H (-0.8643, -4.8279, -7.3408)
H (-5.5204, -5.8240, 1.8372)
H (0.5565, -0.8427, 0.3385)
H (-4.1836, -3.9989, -3.5307)

***

A 12-piece molecular cluster, C12H48O12 overall. Source: the OMol25 dataset; level of theory: wB97M-V/def2-TZVPD.

For the energy above the lowest of the compared OMol25 structures with the same formula, charge and spin, the calculation gives 119.22 kcal/mol. Its HOMO energy is -0.346 Ha. For the lowest unoccupied orbital energy, the calculation gives 0.01241 Ha. For the electronic energy, the calculation gives -1388.659214 a.u.

Atoms and positions in Å:
O (26.6685, 19.1229, 18.4530)
O (27.0617, 18.4805, 15.6455)
O (29.8865, 20.7713, 15.6639)
O (27.6559, 25.0643, 17.9950)
O (31.0728, 19.2844, 17.8447)
O (25.5925, 22.3128, 22.7181)
O (29.1589, 17.0770, 17.6416)
O (25.6925, 21.4064, 17.1061)
O (28.3283, 15.4998, 21.3773)
O (23.2274, 17.8437, 20.7805)
O (25.1160, 17.7130, 22.9721)
O (30.4140, 21.5954, 19.5611)
C (25.7943, 18.6558, 15.0406)
C (29.9085, 19.9568, 14.5092)
C (28.3093, 24.4631, 19.1023)
C (24.0470, 17.1133, 19.8907)
C (26.1366, 22.9860, 21.5929)
C (25.9024, 18.8646, 23.3334)
C (26.8504, 21.9683, 16.4943)
C (32.2513, 18.8881, 17.1406)
C (29.9796, 16.1352, 18.3379)
C (28.9000, 16.5620, 22.1321)
C (31.6754, 22.1301, 19.1990)
C (27.8047, 19.7015, 19.0651)
H (31.0407, 16.3800, 18.2254)
H (26.7261, 24.8320, 18.0161)
H (27.8026, 23.5373, 19.3994)
H (32.0215, 18.1751, 16.3414)
H (28.7921, 16.6936, 16.8409)
H (27.8733, 20.7880, 18.9660)
H (28.3010, 25.1263, 19.9699)
H (29.8405, 15.1351, 17.9247)
H (27.9800, 14.8582, 22.0012)
H (26.5736, 23.9360, 21.9036)
H (28.2534, 16.8426, 22.9716)
H (27.0871, 19.0454, 16.4296)
H (29.6722, 16.1355, 19.3784)
H (29.1973, 19.1292, 14.5821)
H (32.9695, 18.4006, 17.8087)
H (29.6129, 20.5838, 13.6673)
H (27.4703, 22.5251, 17.2058)
H (25.6441, 17.8218, 14.3584)
H (26.2109, 21.6384, 23.0024)
H (32.1486, 22.4960, 20.1175)
H (30.1526, 20.2425, 16.4290)
H (30.9089, 19.5548, 14.3125)
H (25.7342, 19.6073, 14.5055)
H (29.3107, 24.1637, 18.8085)
H (29.8662, 16.2730, 22.5574)
H (29.0009, 17.4292, 21.4854)
H (30.1945, 20.8393, 19.0044)
H (25.1398, 22.0643, 17.5348)
H (25.0759, 17.1410, 23.7428)
H (26.7324, 18.5450, 23.9684)
H (24.9888, 18.6221, 15.7834)
H (25.2935, 19.5681, 23.9058)
H (32.7059, 19.7706, 16.6983)
H (26.5999, 22.6965, 15.7167)
H (28.6987, 19.2627, 18.6200)
H (32.3625, 21.3672, 18.8265)
H (24.5027, 17.7300, 19.1136)
H (27.4336, 21.1510, 16.0888)
H (23.7117, 17.8695, 21.6144)
H (26.9338, 22.3944, 21.1303)
H (26.2798, 19.3164, 22.4216)
H (31.5963, 22.9796, 18.5165)
H (23.4761, 16.3129, 19.4080)
H (26.1490, 19.8953, 18.1741)
H (24.8609, 16.6145, 20.4290)
H (25.3494, 23.1074, 20.8510)
H (30.5845, 18.4592, 17.9965)
H (27.8435, 19.4619, 20.1359)

***

- What is the formula in the second record?
  C12H48O12